(1)
C21H37N6OS3SbSeY | the ωB97M-V functional and the def2-TZVPD basis

ORCA input file:
```
! wB97M-V def2-TZVPD RIJCOSX def2/J DEFGRID3
* xyz 3 1
Y -0.0871 0.4394 -0.1862
N -3.1236 1.8697 -2.1430
C -2.6594 2.5938 -1.1027
N -1.6252 2.2374 -0.3508
C -1.4410 3.1828 0.6773
C -2.3157 4.2071 0.6692
S -3.4218 4.0583 -0.6423
C -0.3948 2.9495 1.6772
C 0.0066 3.7819 2.6554
S 1.1947 3.0270 3.6563
C 1.0996 1.6121 2.6928
N 0.2446 1.7004 1.6746
N 1.8061 0.5068 2.9656
H -2.5578 1.1796 -2.6062
H -3.9139 2.1981 -2.6753
H -2.3993 5.0213 1.3689
H -0.3226 4.7862 2.8616
H 2.4824 0.4959 3.7113
H 1.7871 -0.2766 2.3326
C -2.4051 -3.8163 3.1615
C -1.3736 -2.7581 2.7795
Sb -2.1382 -1.1916 1.5484
C -2.9857 0.1813 2.9417
C -3.8267 -0.4656 4.0366
C -3.8510 -2.0532 0.6350
C -3.4998 -3.0217 -0.4873
H -1.9560 -4.5595 3.8196
H -2.7845 -4.3434 2.2857
H -3.2573 -3.3858 3.6859
H -0.5314 -3.2111 2.2530
H -0.9590 -2.2737 3.6672
H -3.5822 0.8808 2.3500
H -2.1624 0.7588 3.3694
H -4.6611 -1.0353 3.6263
H -4.2466 0.2964 4.6927
H -3.2334 -1.1377 4.6570
H -4.4629 -1.2247 0.2723
H -4.4319 -2.5485 1.4139
H -2.9436 -2.5299 -1.2912
H -4.3991 -3.4470 -0.9310
H -2.8917 -3.8549 -0.1305
O 1.3709 -1.1542 0.1986
S 2.8265 -1.5660 -0.2286
C 3.1138 -3.1250 0.6469
C 2.6353 -4.2458 -0.2674
C 3.0851 -3.8331 -1.6637
C 2.6222 -2.3856 -1.8409
H 2.6167 -3.0339 1.6124
H 4.1919 -3.1696 0.8166
H 1.5484 -4.3402 -0.2200
H 3.0640 -5.1981 0.0404
H 2.6596 -4.4514 -2.4526
H 4.1710 -3.8978 -1.7509
H 1.5466 -2.3421 -2.0290
H 3.1497 -1.8113 -2.5992
C 4.9612 2.0449 -2.6191
N 3.7500 2.4317 -3.3394
C 3.7116 2.8753 -4.6436
C 2.4323 3.2077 -4.9147
N 1.7006 2.9631 -3.7700
C 0.2870 3.2542 -3.6042
C 2.5149 2.4725 -2.8192
Se 2.0961 2.0877 -1.0346
H 5.8111 2.2237 -3.2707
H 4.9134 0.9910 -2.3547
H 5.0581 2.6503 -1.7212
H 4.6010 2.9266 -5.2460
H 1.9730 3.6057 -5.8017
H -0.0310 3.8908 -4.4252
H 0.1337 3.7708 -2.6585
H -0.2902 2.3279 -3.6318
*
```

Computed properties:
Orbital gap ... 7.24 eV
HOMO level ... -15.88 eV
Relative energy (zero: lowest compared OMol25 entry of this formula, charge and spin) ... 0.0 kcal per mole

---

(2)
C4H7FN2S | the ωB97M-V functional and the def2-TZVPD basis

ORCA input file:
```
! wB97M-V def2-TZVPD RIJCOSX def2/J DEFGRID3
* xyz 0 1
F -2.5593 0.1667 0.6150
C -1.9061 -0.4709 -0.4832
C -0.4985 -0.4484 -0.1816
N 0.4070 -1.2145 -0.6703
N 1.6487 -0.7359 -0.3652
C 1.4894 0.0407 0.9225
C 0.1012 0.6473 0.5728
S 0.1504 2.1103 -0.3669
H -2.4533 -1.4604 -0.6016
H -2.0181 0.2700 -1.5177
H 2.1617 -1.5466 -0.2803
H 2.2696 0.6955 0.9805
H 1.3584 -0.7670 1.6935
H -0.5891 1.0233 1.3918
H 0.4380 1.6900 -1.7094
*
```

Computed properties:
Orbital gap ... 9.74 eV
HOMO level ... -8.89 eV
Structure (SMILES) ... FCC1=NNC[C@H]1S
Relative energy (zero: lowest compared OMol25 entry of this formula, charge and spin) ... 60.3 kcal per mole